[1]
Density functional theory data (the ωB97M-V functional and the def2-TZVPD basis) for a cluster of 2 separate species, C16H28BrN4O5P in total in a non-equilibrium geometry.

The total energy is -112559.1052 eV. The calculation puts the HOMO energy at -5.3 eV.

ORCA input file:
```
! RIJCOSX wB97M-V def2-TZVPD def2/J DEFGRID3
* xyz 0 1
C -0.671 -1.602 -4.445
C -0.411 -0.288 -3.951
C -0.071 0.930 -2.881
C -1.018 0.937 -1.544
C -1.272 -0.527 -0.856
C -0.132 -1.016 0.210
C -0.393 -2.648 0.469
C -1.971 -3.045 0.629
O -2.641 -2.854 1.779
Br -3.068 -3.912 -0.857
C 1.428 -0.945 -0.396
N 2.078 0.365 -0.046
N 3.327 0.608 -0.554
C 3.983 -0.553 -1.242
C 3.411 1.832 -1.435
C 3.485 3.402 -0.905
O 3.487 1.687 -2.788
C 2.201 0.490 1.488
P 1.875 2.339 2.010
N 0.158 2.769 1.593
O 2.117 2.525 3.742
C 1.046 -0.385 2.290
N -0.268 -0.301 1.545
H -0.802 -2.608 -5.031
H -0.258 1.966 -3.430
H 1.038 0.833 -2.519
H -2.096 1.358 -1.834
H -0.634 1.655 -0.679
H -1.438 -1.411 -1.615
H -2.303 -0.428 -0.261
H 0.172 -3.049 1.411
H 0.085 -3.204 -0.472
H 1.968 -1.876 0.123
H 1.281 -1.125 -1.567
H 1.468 1.194 -0.321
H 5.084 -0.197 -1.538
H 4.162 -1.490 -0.525
H 3.486 -0.871 -2.274
H 3.957 4.051 -1.789
H 4.258 3.457 -0.026
H 2.404 3.761 -0.635
H 3.288 0.251 1.865
H -0.386 2.792 2.507
H 0.157 3.777 1.273
H 1.286 2.984 4.113
H 1.443 -1.469 2.479
H 0.868 0.099 3.357
H -1.028 -0.801 2.056
C -5.909 -1.852 1.602
C -6.855 -0.667 1.694
O -8.018 -0.937 2.103
O -6.353 0.439 1.348
H -6.400 -2.779 1.913
H -5.565 -1.973 0.570
H -5.042 -1.686 2.248
*
```

[2]
Density functional theory data (the ωB97M-V functional and the def2-TZVPD basis) for a cluster of 7 separate species, C16H28Cl3N3O9 in total in a non-equilibrium geometry.

The total energy is -77508.9280 eV. The calculation puts the HOMO energy at -10.8 eV.

ORCA input file:
```
! RIJCOSX wB97M-V def2-TZVPD def2/J DEFGRID3
* xyz 0 1
C -1.680 -4.802 2.442
C -2.858 -4.849 1.598
N -3.782 -4.957 0.959
H -1.804 -3.986 3.154
H -0.694 -4.741 1.983
H -1.787 -5.727 3.009
C 0.442 -0.175 -0.173
C -0.225 -1.369 0.416
N -0.714 -2.279 0.977
H 0.759 0.554 0.572
H -0.229 0.190 -0.951
H 1.393 -0.494 -0.600
C -4.211 -1.220 0.076
C -3.491 0.056 0.069
N -2.870 1.068 0.050
H -4.372 -1.493 1.119
H -3.732 -2.125 -0.298
H -5.134 -1.018 -0.468
C -0.286 2.441 2.386
O 0.229 1.442 3.314
C 1.397 1.593 3.939
O 2.228 2.502 3.816
O 1.546 0.493 4.691
C 2.771 0.448 5.485
H -1.356 2.523 2.580
H 0.070 2.309 1.365
H 0.002 3.432 2.737
H 2.724 0.982 6.434
H 3.702 0.791 5.034
H 2.984 -0.605 5.673
C 2.966 4.136 0.413
O 2.066 3.291 -0.277
C 0.923 3.748 -0.875
O 0.545 4.912 -0.917
O 0.192 2.675 -1.259
C -1.058 2.858 -1.920
H 3.814 3.594 0.831
H 2.524 4.657 1.262
H 3.375 4.879 -0.272
H -0.970 3.326 -2.900
H -1.669 3.503 -1.288
H -1.436 1.841 -2.026
C 0.499 -3.661 -1.816
O 0.837 -2.402 -2.415
C 2.081 -2.183 -2.848
O 3.010 -2.985 -2.895
O 2.184 -0.849 -3.076
C 3.399 -0.242 -3.388
H 1.272 -3.881 -1.079
H 0.414 -4.384 -2.627
H -0.440 -3.713 -1.264
H 3.239 0.733 -3.849
H 3.895 -0.779 -4.196
H 4.131 -0.118 -2.591
C -3.463 -0.046 -4.021
Cl -3.929 1.619 -3.618
Cl -2.317 -0.751 -2.804
Cl -2.755 -0.081 -5.658
H -4.349 -0.680 -4.015
*
```

[3]
Density functional theory data (the ωB97M-V functional and the def2-TZVPD basis) for a structure of composition C16H28ClCuN4O4 in a non-equilibrium geometry.

The value obtained for the energy above the lowest of the compared OMol25 structures with the same formula, charge and spin is 0.848 eV. The total energy is -88350.0295 eV. The calculation puts the HOMO energy at -8.8 eV.

ORCA input file:
```
! RIJCOSX wB97M-V def2-TZVPD def2/J DEFGRID3
* xyz 0 1
Cu 0.117 -0.010 0.276
Cl -1.657 1.952 1.978
O -1.094 2.566 3.136
O -0.934 2.431 0.825
O -1.534 0.522 2.063
O -3.055 2.262 1.871
C -3.419 -5.714 -2.548
C -2.305 -4.710 -2.197
C -2.204 -4.450 -0.709
C -1.828 -3.038 -0.400
N -1.545 -1.948 -0.200
H -3.582 -5.831 -3.616
H -4.352 -5.543 -2.009
H -3.142 -6.703 -2.160
H -2.616 -3.838 -2.775
H -1.355 -5.057 -2.597
H -1.432 -5.062 -0.237
H -3.091 -4.642 -0.103
C 2.460 -2.380 4.931
C 1.978 -1.759 3.619
C 1.327 -2.824 2.726
C 1.504 -2.473 1.303
N 1.627 -2.213 0.187
H 3.094 -1.672 5.464
H 2.949 -3.343 4.783
H 1.657 -2.613 5.639
H 2.856 -1.358 3.113
H 1.281 -0.934 3.735
H 0.272 -2.878 2.994
H 1.795 -3.798 2.869
C -1.739 1.987 -4.507
C -0.341 1.971 -5.120
C 0.792 2.057 -4.113
C 0.708 1.094 -3.016
N 0.651 0.377 -2.123
H -1.991 2.832 -3.865
H -1.974 1.085 -3.939
H -2.510 1.999 -5.282
H -0.168 2.767 -5.849
H -0.289 1.091 -5.764
H 0.933 3.013 -3.598
H 1.756 1.929 -4.614
C 1.472 5.933 1.326
C 1.937 4.487 1.101
C 1.733 3.622 2.326
C 1.741 2.184 2.072
N 1.748 1.058 1.873
H 0.416 5.948 1.596
H 1.660 6.544 0.442
H 2.075 6.457 2.078
H 2.998 4.611 0.880
H 1.340 4.277 0.213
H 0.796 3.827 2.856
H 2.485 3.910 3.065
*
```